Density functional theory data (wB97M-V/def2-TZVPD) for 2 unconnected molecules or ions with the total composition C6H14N2O2.

## Properties
LUMO energy, eV: 0.589
HOMO level, eV: -9.24
SMILES: CNC(C)=O.CNC(C)=O
Relative energy (zero: lowest compared OMol25 entry of this formula, charge and spin), eV: 0.756
Total energy, Ha: -497.029742
Frontier orbital gap, eV: 9.83

Each line ends with the Mulliken charge.
Atoms and positions in Å:
1 N 0.255 -1.342 1.826  -0.09
2 H -0.711 -0.774 3.639  0.34
3 H -1.269 0.716 0.857  0.19
4 C 0.249 -0.689 3.129  -0.91
5 C 1.295 -1.666 -0.333  -1.17
6 H 1.072 -1.032 3.759  0.33
7 H -2.856 0.557 0.239  0.37
8 H -1.723 -0.673 -0.229  0.18
9 O -2.275 1.759 -1.931  -0.64
10 H 1.919 -2.521 -0.048  0.45
11 C -1.821 0.383 -0.017  -0.82
12 N -0.105 1.287 -1.484  -0.04
13 C -1.450 1.205 -1.228  0.71
14 C 0.402 1.694 -2.751  -1.07
15 H 0.976 2.630 -2.756  0.33
16 H 0.397 0.383 3.032  0.30
17 C 1.059 -0.786 0.871  0.53
18 O 1.496 0.342 0.955  -0.68
19 H 0.949 0.965 -3.354  0.31
20 H 0.564 1.055 -0.757  0.19
21 H 1.860 -1.109 -1.077  0.26
22 H -0.235 -2.213 1.754  0.24
23 H -0.435 1.980 -3.403  0.34
24 H 0.387 -2.150 -0.697  0.33